Entry from the Open Molecules 2025 dataset: a single C17H23N3OS molecule (ωB97M-V/def2-TZVPD).

Last column: Mulliken charge in e.
CARTESIAN COORDINATES (ANGSTROEM)
S1 2.4522 -0.6479 -1.3985  -0.291
O1 -0.7108 3.0428 0.0312  -0.709
N1 0.1217 -0.4793 -2.7760  -0.422
N2 0.6953 1.3464 0.4965  0.077
N3 0.1835 -2.1123 -1.2526  0.113
C1 2.7205 0.8339 -2.4368  -0.754
C2 2.3467 2.1553 -1.7749  -0.655
C3 0.1493 1.0309 1.7976  -0.469
C4 0.8288 -1.0753 -1.8621  0.263
C5 0.6138 0.8987 4.2589  -0.695
C6 -3.2658 -2.7800 -2.4105  -0.435
C7 0.1996 2.3119 -0.3036  0.691
C8 1.2007 1.2325 2.8908  -0.809
C9 -0.3628 -0.4109 1.8235  -0.353
C10 -2.1497 -3.0122 -1.6296  -1.112
C11 -1.0823 -1.1425 -2.7908  0.529
C12 0.0944 -0.5357 4.2846  -0.637
C13 -3.2955 -1.7563 -3.3581  -0.553
C14 0.8356 2.4118 -1.6832  -0.620
C15 -2.2143 -0.9243 -3.5650  -0.707
C16 -0.9497 -0.7432 3.1916  -0.891
C17 -1.0625 -2.1820 -1.8325  0.650
H1 -0.3420 -0.7553 5.2609  0.339
H2 0.5992 3.4108 -2.0509  0.387
H3 -2.2364 -0.1314 -4.2946  0.467
H4 2.8120 2.2217 -0.7884  0.370
H5 0.4733 -1.0848 1.6121  0.187
H6 2.1408 0.6641 -3.3424  0.413
H7 -0.6838 1.7243 1.9531  0.501
H8 1.3747 1.0335 5.0302  0.353
H9 0.3039 1.6991 -2.3211  0.201
H10 -4.1920 -1.6138 -3.9427  0.377
H11 -4.1373 -3.4045 -2.2840  0.382
H12 -2.1266 -3.8026 -0.8948  0.417
H13 0.9271 -1.2259 4.1280  0.306
H14 0.5561 -2.7057 -0.5314  0.241
H15 -0.2077 1.5850 4.4740  0.338
H16 -1.3027 -1.7768 3.2026  0.343
H17 -1.1169 -0.5442 1.0444  0.331
H18 3.7865 0.8108 -2.6652  0.509
H19 1.5488 2.2668 2.8723  0.337
H20 2.0567 0.5824 2.6888  0.294
H21 1.4287 0.7404 0.1580  -0.075
H22 2.7964 2.9387 -2.3900  0.393
H23 -1.8073 -0.0947 3.3807  0.379

Cartesian forces (eV/Å) of the 6 atoms listed first:
0.45 -0.08 -0.10
-0.39 0.29 0.08
0.40 0.11 -0.05
0.14 -0.26 0.27
0.20 0.02 0.03
0.01 -0.14 0.21

Properties
Kohn-Sham gap (hartree): 0.319
Maximum force (eV/A): 0.787
E (eV): -35357.1498
Multiplicity: 1
ΔE to the lowest compared entry with this formula, charge and spin (kJ/mol): 12.87

Entry from the Open Molecules 2025 dataset: 7 unconnected molecules or ions with the total composition C45H99N5O7 in a non-equilibrium geometry (ωB97M-V/def2-TZVPD).

Last column: Mulliken charge in e.
CARTESIAN COORDINATES (ANGSTROEM)
O1 9.2841 3.8537 27.2637  2.624
O2 5.2096 8.6838 27.3295  -0.590
O3 11.2820 6.4278 30.0480  -0.533
O4 11.2686 3.6238 29.2345  -0.480
O5 10.4214 1.9019 25.4516  1.821
O6 6.6697 2.5195 27.6184  -0.387
O7 11.7643 3.0727 23.0823  -0.501
N1 6.1879 2.5177 28.9294  0.025
N2 12.3781 4.2827 23.3557  1.403
N3 12.0961 7.3994 29.4763  1.099
N4 10.0723 0.5579 25.6430  0.006
N5 6.5630 8.4419 27.0361  1.119
C1 11.4435 9.0079 31.1034  -1.977
C2 9.2675 9.0892 26.0682  -1.557
C3 13.8337 4.2257 23.3781  1.610
C4 10.2535 5.3778 23.4374  -1.954
C5 12.3805 -0.2396 25.2340  -1.776
C6 8.3620 8.0113 25.4216  0.122
C7 7.0993 10.7950 27.6923  -1.963
C8 8.9202 9.1236 27.5451  -0.330
C9 6.0505 1.1958 31.0406  -1.470
C10 6.2018 6.9566 25.1729  -1.734
C11 9.9297 -2.3029 25.2068  -0.845
C12 13.7133 5.8594 28.3242  -1.531
C13 7.4367 4.5593 29.7084  -0.625
C14 12.2708 6.7273 23.0806  -0.497
C15 6.8561 8.2738 25.6214  1.646
C16 13.5156 7.6169 31.5102  -1.739
C17 6.6425 1.3348 29.6303  1.940
C18 8.7588 -1.3802 24.8621  -1.277
C19 13.4717 9.4488 29.7730  -1.145
C20 6.3862 9.3836 24.6880  -1.760
C21 10.6782 -1.6916 26.3885  -1.113
C22 7.7987 0.8685 24.8535  -1.461
C23 7.2501 8.9457 29.3207  -1.813
C24 11.5634 0.2929 27.5212  -1.531
C25 11.6268 5.3900 22.7471  1.727
C26 14.2255 3.2552 24.4885  -2.023
C27 6.0969 3.8407 29.5769  1.835
C28 13.3378 8.1920 27.5695  -0.404
C29 7.4303 9.2898 27.8506  1.687
C30 6.1416 0.0824 28.8818  -1.663
C31 14.2366 8.9263 28.5637  -1.085
C32 14.3773 5.5949 23.7714  -0.414
C33 14.3933 3.7619 22.0337  -1.939
C34 8.1793 1.1819 29.7396  -1.476
C35 5.4236 3.5883 30.9137  -1.319
C36 9.5942 0.2812 23.1981  -1.512
C37 12.6606 8.3441 30.4606  1.543
C38 12.6700 6.9849 28.2171  1.308
C39 11.4300 5.1934 21.2517  -1.851
C40 9.1172 0.0894 24.6537  1.628
C41 11.1599 -0.2505 26.1561  1.669
C42 5.1631 4.6702 28.7044  -1.945
C43 6.0891 2.5378 31.7778  -0.539
C44 11.5934 6.4696 27.2627  1.211
C45 13.8004 6.7474 22.9580  -1.124
H1 12.2814 5.6030 20.7027  0.364
H2 14.1741 6.7891 21.9308  0.432
H3 6.5444 0.0277 27.8701  -0.156
H4 5.1264 6.9555 25.3719  0.464
H5 10.7241 0.1494 28.2116  0.141
H6 14.0777 6.8097 31.0416  0.407
H7 10.3522 -0.4515 22.9241  0.347
H8 12.6088 8.9178 27.1888  0.326
H9 6.6129 0.4599 31.6200  0.368
H10 13.6517 3.4507 25.3957  0.211
H11 9.9741 -1.7340 27.2270  0.232
H12 5.5862 2.4265 32.7365  0.407
H13 12.9086 7.1776 32.3013  0.334
H14 7.7428 11.3755 28.3567  0.482
H15 8.5985 1.7112 30.6021  0.234
H16 11.4044 4.4074 29.7986  0.137
H17 8.2257 3.8365 29.9328  -0.008
H18 14.0159 2.2335 24.1538  0.470
H19 12.8550 10.3182 29.5174  0.350
H20 11.1725 5.5286 27.6217  -1.152
H21 7.7274 5.1043 28.8093  -0.485
H22 5.4855 4.6596 27.6579  0.329
H23 11.8169 1.3568 27.4912  0.181
H24 7.8918 9.5091 29.9961  0.317
H25 8.3672 -1.7598 23.9138  0.331
H26 7.9986 -1.5138 25.6326  0.352
H27 11.5664 -2.2456 26.6975  0.477
H28 14.2924 4.5678 21.3041  0.336
H29 8.0321 1.9350 24.8972  0.074
H30 9.5055 -3.2814 25.4399  0.477
H31 13.2423 4.9490 28.7012  0.096
H32 12.9628 0.6832 25.3182  0.164
H33 4.8946 7.9059 27.8079  0.386
H34 11.7070 9.8490 31.7540  0.452
H35 14.1825 5.8506 24.8149  -0.602
H36 5.0250 0.8143 31.0512  0.434
H37 10.7935 8.3587 31.6972  0.414
H38 9.5240 9.8871 28.0373  0.881
H39 7.4396 5.3078 30.5082  0.553
H40 14.2446 8.2950 31.9543  0.346
H41 8.4889 0.1404 29.8026  0.616
H42 14.1414 7.7052 23.3667  0.519
H43 11.4805 2.7898 23.9676  0.057
H44 8.6652 1.6239 28.8636  0.003
H45 9.3006 8.1728 27.9528  -0.522
H46 14.9752 8.2029 28.9288  0.296
H47 4.4022 3.2320 30.7126  0.363
H48 7.1440 2.8319 31.8495  0.212
H49 14.1992 9.9195 30.4399  0.472
H50 10.7705 9.4311 30.3529  0.231
H51 11.1603 2.8841 29.8472  0.233
H52 9.7739 4.3976 23.4027  0.349
H53 13.0553 -1.0926 25.3163  0.315
H54 6.0543 10.9449 27.9634  0.383
H55 7.2529 11.1931 26.6931  0.304
H56 10.6509 -2.4689 24.3995  0.331
H57 12.0811 -0.2054 24.1784  0.362
H58 9.5762 6.0891 22.9593  0.456
H59 5.3016 9.3880 24.5775  0.387
H60 12.4317 -0.1692 27.9981  0.339
H61 6.3402 6.8050 24.0981  0.429
H62 6.8917 9.3159 23.7178  0.355
H63 10.3157 5.6097 24.5051  0.108
H64 9.0502 10.0391 25.5679  0.814
H65 15.4621 5.5323 23.6451  0.605
H66 5.0545 0.0860 28.7904  0.512
H67 10.1604 3.6665 27.6753  -0.499
H68 7.6297 2.6861 27.6867  0.053
H69 10.4013 6.8294 30.0364  0.215
H70 10.5451 5.7516 20.9260  0.482
H71 7.2992 0.5622 25.7670  -0.096
H72 8.5175 7.7774 24.3757  0.944
H73 9.9439 2.3755 26.1511  -0.543
H74 7.3832 7.8765 29.5195  0.092
H75 6.4351 -0.8016 29.4483  0.464
H76 5.2643 4.5360 31.4383  0.451
H77 8.6031 7.1727 26.0911  -1.056
H78 15.4323 3.4307 22.1069  0.476
H79 14.8058 9.7136 28.0675  0.491
H80 6.2147 9.1142 29.6399  0.508
H81 10.8227 7.1995 27.0216  -1.060
H82 7.1546 0.7241 23.9863  0.442
H83 12.0806 6.1315 26.3429  -0.625
H84 5.1334 5.7277 28.9682  0.250
H85 15.2901 3.2576 24.7347  0.471
H86 11.2149 4.1589 20.9944  0.268
H87 10.0977 1.2514 23.1555  0.010
H88 14.5199 6.0806 29.0278  0.459
H89 10.2806 8.7548 25.8452  -0.064
H90 4.1904 4.1733 28.6589  0.522
H91 13.8473 2.9081 21.6286  0.272
H92 11.8988 7.4669 22.3630  0.510
H93 12.0112 7.1056 24.0699  -0.372
H94 6.6378 6.0778 25.6493  0.080
H95 6.6745 10.4059 24.9489  0.294
H96 13.9783 7.9443 26.7208  0.131
H97 8.7575 0.3380 22.5071  0.495
H98 14.2029 5.6584 27.3704  0.239
H99 9.3623 4.7517 26.9142  -0.872

Cartesian forces (eV/Å) of the 6 atoms listed first:
0.77 -0.36 -0.16
-0.26 0.41 -0.37
-0.20 -0.42 0.56
0.13 -0.16 0.48
0.35 0.17 -0.14
0.52 0.36 0.12

Properties
Kohn-Sham gap (hartree): 0.301
Maximum force (eV/A): 2.199
E (eV): -70048.9350
Multiplicity: 1
ΔE to the lowest compared entry with this formula, charge and spin (kJ/mol): 0.00

Entry from the Open Molecules 2025 dataset: a gas-phase ion, C30H37FNO7 (charge -1) in a non-equilibrium geometry (ωB97M-V/def2-TZVPD).

Last column: Mulliken charge in e.
CARTESIAN COORDINATES (ANGSTROEM)
F1 1.4093 -1.3466 0.9980  -0.495
O1 2.5813 -1.7902 -2.2834  -0.647
O2 4.8755 6.9134 -2.4183  -0.609
O3 -0.0682 -2.9403 -1.8347  -0.564
O4 3.4591 -0.7756 -0.4547  -0.252
O5 5.8347 5.9029 -4.1021  -0.619
O6 0.5867 -3.8533 0.0730  -0.288
O7 -3.9399 -0.0822 2.7361  -0.893
N1 4.9921 5.9278 -3.1833  0.956
C1 2.7318 2.4828 -2.3692  0.672
C2 3.5842 2.5153 -3.5127  -0.547
C3 -3.5410 -3.2547 -0.2944  -1.947
C4 -3.9442 2.8899 2.2969  -1.797
C5 -2.8757 -1.1054 0.8864  -0.793
C6 1.1080 -1.4148 -0.3407  2.491
C7 0.1249 -5.1072 -0.5751  -0.105
C8 0.4801 -2.8020 -0.7416  -0.451
C9 4.2715 3.6741 -3.8329  -0.542
C10 -5.2783 -1.7293 0.5642  -1.849
C11 5.8273 -0.5780 -0.4283  -1.281
C12 4.1344 4.8185 -2.9969  -0.076
C13 0.2615 -0.1221 -0.9320  1.225
C14 -3.8650 -3.0367 2.1781  -1.736
C15 3.2044 4.8339 -1.9497  -0.407
C16 0.2386 -6.1725 0.4831  -1.283
C17 -1.6011 3.5642 2.3521  -2.015
C18 4.6422 -0.6233 -1.3392  0.175
C19 -3.0633 -0.0114 1.8318  1.181
C20 2.4616 -1.3871 -1.1196  -0.444
C21 -2.5290 2.3875 2.6224  2.239
C22 -2.4360 2.0830 4.1267  -1.703
C23 2.5442 3.6836 -1.5951  -0.610
C24 -1.7675 -1.0992 0.0963  -0.399
C25 2.0295 1.2641 -2.0501  -0.397
C26 -3.8751 -2.2907 0.8382  2.430
C27 1.1034 1.0951 -1.0698  -1.019
C28 -2.1596 1.1267 1.7732  -0.373
C29 -0.9810 0.9743 1.0577  -0.512
C30 -0.8250 -0.0860 0.1270  -0.994
H1 5.6560 0.0783 0.4297  0.307
H2 -2.0008 4.4160 2.9243  0.481
H3 1.3023 -6.4011 0.6328  0.338
H4 -2.8565 -3.4240 2.3635  0.268
H5 -4.5642 -3.8823 2.1718  0.479
H6 -5.5834 -1.0434 1.3665  0.319
H7 -3.1427 1.2879 4.3918  0.353
H8 -4.1375 -2.3473 2.9866  0.322
H9 -0.2718 -7.0947 0.1858  0.390
H10 3.1017 5.7672 -1.3626  0.426
H11 0.0089 -0.7161 -1.8934  0.842
H12 4.7081 -1.4856 -2.0127  0.368
H13 -2.6797 2.9949 4.6928  0.452
H14 -0.5795 3.3564 2.6968  0.318
H15 -1.5801 -1.9099 -0.6061  0.472
H16 -3.4853 -2.6988 -1.2353  0.408
H17 -1.4099 1.7729 4.3748  0.329
H18 1.9253 3.6851 -0.6725  0.360
H19 -2.5948 -3.7618 -0.0929  0.082
H20 6.6823 -0.2295 -1.0063  0.401
H21 0.7883 -5.3018 -1.4303  0.324
H22 -4.6979 2.1369 2.5491  0.321
H23 -4.1175 3.7906 2.9019  0.483
H24 4.9746 3.6897 -4.6472  0.463
H25 -4.0028 3.1568 1.2314  0.368
H26 -5.2583 -1.1782 -0.3913  0.348
H27 -6.0020 -2.5557 0.4925  0.471
H28 -0.2148 -5.8271 1.4179  0.287
H29 4.4625 0.2940 -1.9192  -0.048
H30 -0.9071 -4.9887 -0.9492  0.243
H31 -1.6205 3.8260 1.2872  0.388
H32 -0.1644 1.6864 1.1999  0.317
H33 2.2121 0.4367 -2.7293  0.615
H34 6.0385 -1.6000 -0.0824  0.316
H35 3.7194 1.5911 -4.0887  0.379
H36 -4.3315 -4.0084 -0.3775  0.481
H37 0.8863 1.9591 -0.4177  -0.193

Cartesian forces (eV/Å) of the 6 atoms listed first:
-0.45 0.05 -0.36
-0.52 0.60 2.15
0.12 -1.69 -1.15
1.13 0.73 1.33
0.10 -0.76 -1.33
-1.22 -0.21 1.27

Properties
Total charge: -1
Kohn-Sham gap (hartree): 0.142
Maximum force (eV/A): 3.925
E (eV): -50248.3026
Multiplicity: 1

Entry from the Open Molecules 2025 dataset: 2 unconnected molecules or ions with the total composition C4H6N2 in a non-equilibrium geometry (ωB97M-V/def2-TZVPD).

Last column: Mulliken charge in e.
CARTESIAN COORDINATES (ANGSTROEM)
N1 -2.3401 -1.1207 -1.7127  -0.401
N2 2.0129 0.3590 0.2478  -0.443
C1 -2.0326 -0.5874 -0.7310  0.298
C2 1.8331 -0.6748 -0.4641  -0.294
C3 -0.9427 1.2068 0.4664  -0.687
C4 -1.6438 0.0738 0.4846  -0.074
H1 -0.6387 1.6916 1.3878  0.277
H2 2.7010 0.1718 0.9809  0.221
H3 -1.9329 -0.4121 1.4120  0.297
H4 -0.6406 1.6770 -0.4640  0.274
H5 1.1204 -0.6292 -1.2916  0.286
H6 2.3375 -1.6371 -0.3147  0.246

Cartesian forces (eV/Å) of the 6 atoms listed first:
0.31 0.48 0.95
0.09 -0.41 -0.10
-0.26 -0.44 -0.86
-0.04 0.19 0.03
-0.12 -0.14 0.00
0.10 0.22 0.04

Properties
Kohn-Sham gap (hartree): 0.395
Maximum force (eV/A): 1.109
E (eV): -7223.4682
Multiplicity: 1
ΔE to the lowest compared entry with this formula, charge and spin (kJ/mol): 204.81